1.
DFT (ωB97M-V with the def2-TZVPD basis set) results for a structure of composition C6H9NO at a distorted geometry.

Structure (XYZ):
```
17
Properties=species:S:1:pos:R:3:forces:R:3
C -0.1495 0.2421 2.0528 0.036 0.170 -0.377
N 0.2992 -0.5727 0.9143 -0.197 0.491 -0.635
C 1.5940 0.3999 0.0113 -0.038 -0.510 -2.046
C 0.8458 0.4103 -1.1464 1.434 1.133 0.599
C -0.6418 -0.6669 -0.2602 -2.031 -0.606 1.913
C 0.9062 0.3266 -2.4687 0.475 -0.274 0.687
C -1.9032 -0.1289 -0.2714 1.522 -0.339 -0.045
O 2.5602 0.8431 0.5587 -1.116 -0.268 0.456
H 0.5887 -1.4927 1.2459 -0.089 0.119 -0.298
H -0.4843 -1.6038 -0.7840 0.176 0.275 -0.113
H -1.1153 -0.0802 2.4416 0.056 -0.169 -0.014
H -0.2477 1.2664 1.6975 0.036 0.070 0.111
H 0.6231 0.2010 2.8184 -0.053 0.053 -0.012
H 0.0953 0.6876 -3.0940 0.025 -0.021 -0.056
H 1.7536 -0.1766 -2.9264 -0.119 0.022 -0.367
H -2.6007 -0.4525 -1.0278 0.020 -0.039 -0.069
H -2.1235 0.7971 0.2383 -0.137 -0.106 0.266
```
Forces are in eV/Å.

Summary:
- strongest force on any atom (Eh/bohr) = 0.056
- energy above the lowest of the compared OMol25 structures with the same formula, charge and spin (kJ/mol) = 511.23
- multiplicity = 1
- HOMO level (spin up / spin down) (eV) = -7.068 / -7.066

2.
DFT (ωB97M-V with the def2-TZVPD basis set) results for a cluster of 2 separate species, C6H9NO in total at a distorted geometry.

Structure (XYZ):
```
17
Properties=species:S:1:pos:R:3:forces:R:3
C 0.3683 1.0859 -0.1332 -5.236 -2.602 2.498
C -0.1869 -0.0603 -1.0515 -1.288 0.857 -0.286
C 1.0978 -0.8561 -1.3415 -4.631 -1.564 -3.471
C 1.6435 -0.8711 -0.1331 1.658 -2.968 1.345
C 0.6401 -0.3303 0.9123 0.133 2.433 -3.184
C -0.8265 -0.8512 0.1625 4.404 -1.466 -2.075
H -0.5167 2.4638 1.0756 0.739 1.190 0.513
H -1.5383 1.4517 0.6092 0.405 0.342 -1.348
H 1.2844 1.5119 -0.2354 2.255 1.698 -1.067
H -1.0696 0.1806 -1.7893 2.278 -0.244 0.763
H 0.7859 -1.6633 -2.3503 2.524 2.545 3.063
H 2.5812 -1.4943 0.0415 -1.353 0.959 0.348
H 1.0548 -0.2394 1.9393 -0.935 -0.221 -0.437
H -0.5277 -1.9774 -0.1196 -1.959 1.621 1.169
H -1.8949 0.0305 1.8302 -1.404 -1.708 -4.930
N -0.7696 2.0269 0.2149 0.984 -1.617 0.564
O -2.1258 -0.4079 0.3684 1.426 0.745 6.535
```
Forces are in eV/Å.

Summary:
- strongest force on any atom (Eh/bohr) = 0.131
- energy above the lowest of the compared OMol25 structures with the same formula, charge and spin (kJ/mol) = 876.27
- multiplicity = 1
- HOMO level (eV) = -8.414

3.
DFT (ωB97M-V with the def2-TZVPD basis set) results for a structure of composition C6H9NO at a distorted geometry.

Structure (XYZ):
```
17
Properties=species:S:1:pos:R:3:forces:R:3
C 1.5406 0.1203 -0.1215 0.764 -6.099 0.435
C 0.1909 0.5166 0.1993 -0.610 -2.692 0.778
C -0.3825 -0.7892 0.9724 2.808 -0.314 0.989
C -0.7423 -0.4883 -0.3717 -1.163 -2.573 -2.478
C -2.0321 0.0142 -0.7544 -5.444 0.799 -0.198
C -3.0811 0.4368 0.2083 0.790 0.776 -6.807
H 3.3588 0.8422 0.1402 -1.593 1.335 -0.871
H 1.6957 2.0968 -0.3363 3.903 -3.434 1.816
H 0.0053 1.5344 0.5710 -0.511 -0.733 -0.568
H -1.0618 -0.7351 1.7781 -0.677 0.574 0.658
H 0.4836 -1.5351 1.1010 -1.780 1.169 -0.240
H -0.4739 -1.3232 -1.1372 0.633 2.061 1.271
H -2.0192 -0.2276 -2.1383 -1.121 1.656 4.521
H -3.0121 0.4407 1.2407 1.030 -0.395 1.867
H -4.0835 1.0709 -0.0551 2.582 -2.031 -0.096
N 2.3346 1.1008 0.0389 1.733 6.281 -1.167
O 1.9754 -1.0914 -0.2788 -1.345 3.620 0.091
```
Forces are in eV/Å.

Summary:
- strongest force on any atom (Eh/bohr) = 0.134
- energy above the lowest of the compared OMol25 structures with the same formula, charge and spin (kJ/mol) = 580.51
- multiplicity = 1
- HOMO level (eV) = -8.989

4.
DFT (ωB97M-V with the def2-TZVPD basis set) results for the molecule C6H9NO.

Structure (XYZ):
```
17
Properties=species:S:1:pos:R:3:forces:R:3
C -0.6623 0.2323 0.8694 -0.045 0.087 -0.011
C 1.7179 0.3454 0.0337 0.280 -0.240 -0.068
C 0.4399 -0.4351 0.0840 -0.181 -0.029 0.064
N 2.8481 -0.3954 -0.0665 0.367 -0.153 -0.088
C -1.9534 0.2890 0.1096 0.091 -0.086 0.152
C 0.2925 -1.5823 -0.5673 0.081 0.096 0.048
C -2.4656 1.4036 -0.3746 -0.157 0.077 -0.069
O 1.7496 1.5569 0.0874 -0.140 0.246 0.046
H 3.7323 0.0833 -0.1078 -0.077 0.009 -0.022
H 2.8376 -1.3982 -0.0525 -0.041 0.055 0.066
H -0.8127 -0.3188 1.8034 0.059 0.076 0.023
H -0.3340 1.2451 1.1091 -0.054 -0.101 0.051
H -2.4605 -0.6554 -0.0381 -0.138 -0.076 -0.089
H 1.0743 -2.0151 -1.1691 0.177 -0.022 -0.092
H -0.6381 -2.1239 -0.5543 -0.207 -0.057 0.021
H -1.9740 2.3529 -0.2416 0.152 0.185 0.071
H -3.3915 1.4160 -0.9247 -0.167 -0.067 -0.105
```
Forces are in eV/Å.

Summary:
- strongest force on any atom (Eh/bohr) = 0.008
- energy above the lowest of the compared OMol25 structures with the same formula, charge and spin (kJ/mol) = 76.10
- multiplicity = 1
- HOMO level (eV) = -9.674

5.
DFT (ωB97M-V with the def2-TZVPD basis set) results for a cluster of 2 separate species, C6H9NO in total at a distorted geometry.

Structure (XYZ):
```
17
Properties=species:S:1:pos:R:3:forces:R:3
C -3.3332 -0.1810 0.0165 1.400 0.464 -0.905
C 0.3842 -0.6404 0.6585 -1.081 -1.119 1.013
C 0.9379 -0.0841 -1.4121 -1.642 2.311 1.232
C -0.2273 0.0621 -0.5050 0.338 -0.028 0.034
C 1.0445 0.5037 0.0072 -0.280 -1.040 -1.210
C 1.9014 1.5112 0.5430 2.268 0.831 1.441
N -2.7528 -1.3722 0.0871 1.387 -2.056 1.299
O -2.6048 0.7170 -0.3400 -1.272 1.140 0.330
H -0.1789 -0.5686 1.6194 0.983 0.093 -0.609
H 0.8295 -1.5759 0.3607 -0.031 -0.856 0.761
H 1.3965 -0.9516 -1.6941 0.998 -2.651 -0.347
H 0.8888 0.6358 -2.1588 0.412 1.342 -1.424
H 2.9892 1.2623 0.7273 -1.112 -0.696 -0.268
H 1.5548 1.8008 1.5229 -0.280 0.509 0.257
H 2.0295 2.3359 -0.1017 -0.429 1.300 -0.710
H -3.1627 -2.2443 0.4639 0.189 1.325 -0.344
H -1.6967 -1.2107 0.2053 -1.849 -0.870 -0.548
```
Forces are in eV/Å.

Summary:
- strongest force on any atom (Eh/bohr) = 0.060
- energy above the lowest of the compared OMol25 structures with the same formula, charge and spin (kJ/mol) = 676.57
- multiplicity = 1
- HOMO level (spin up / spin down) (eV) = -8.623 / -8.432

6.
DFT (ωB97M-V with the def2-TZVPD basis set) results for the molecule C6H9NO at a distorted geometry.

Structure (XYZ):
```
17
Properties=species:S:1:pos:R:3:forces:R:3
C 1.3564 -0.6632 -1.2374 0.427 -0.152 -0.348
C 0.5438 1.9842 0.8237 0.414 -0.777 -0.642
N -0.0517 -1.9423 0.4407 -0.038 -0.166 2.635
C -1.3736 0.1973 0.6328 4.318 -1.446 -2.045
C 0.4220 -0.6528 -0.0762 -1.076 0.873 -2.191
C -0.1177 0.6693 0.4823 -0.380 0.139 2.103
C -1.0395 -1.0784 -0.1366 -0.204 0.282 -1.365
O -2.4580 0.6259 1.1510 -3.365 0.587 1.557
H -3.0645 -0.1283 1.2506 0.076 0.525 0.014
H 0.1761 -2.7000 -0.2020 0.144 0.360 -0.054
H -1.4709 -1.2486 -1.1148 0.012 -0.220 -0.024
H 2.2617 -1.2213 -0.9706 -0.017 0.081 -0.146
H 0.9168 -1.1317 -2.1228 0.083 -0.028 -0.019
H 1.6737 0.3494 -1.5071 -0.120 -0.145 0.026
H -0.1074 2.6577 1.3828 0.108 -0.165 0.044
H 0.8308 2.4708 -0.1173 -0.184 0.162 0.091
H 1.5022 1.8118 1.3208 -0.198 0.091 0.363
```
Forces are in eV/Å.

Summary:
- strongest force on any atom (Eh/bohr) = 0.097
- energy above the lowest of the compared OMol25 structures with the same formula, charge and spin (kJ/mol) = 390.92
- multiplicity = 1
- HOMO level (eV) = -7.215

7.
DFT (ωB97M-V with the def2-TZVPD basis set) results for a structure of composition C6H9NO at a distorted geometry.

Structure (XYZ):
```
17
Properties=species:S:1:pos:R:3:forces:R:3
C -1.2643 -0.3671 -0.4108 -3.389 -0.333 2.539
C -1.4575 1.1629 -0.1381 -1.202 2.737 0.395
C -0.2831 1.8517 0.0607 -2.047 0.409 0.754
C 0.6758 0.7465 0.4445 1.779 0.332 2.363
C 1.3396 -1.1671 0.0258 2.866 -4.644 -0.749
C 0.1387 -0.4059 -0.4104 2.760 0.048 0.058
H -2.4665 -2.2013 -0.1113 2.854 4.087 3.807
H -1.6665 -0.6155 -1.3441 -0.930 -0.420 -1.272
H -2.4552 1.8487 -0.0123 2.183 -2.418 -0.731
H -0.3904 2.9785 0.3337 0.831 -2.199 -0.530
H 0.6974 0.7720 1.7289 -0.504 -0.698 -3.392
H 3.0486 0.3053 0.4249 -4.249 -1.039 -0.934
H 1.2926 -1.7810 1.0122 0.164 0.927 -1.597
H 1.9815 -1.6023 -0.9100 -1.973 -1.027 2.430
H 0.6907 -0.2823 -1.3665 -2.146 1.247 -0.378
N 1.9712 0.0775 0.0131 5.350 5.347 2.448
O -1.8527 -1.3205 0.6596 -2.346 -2.356 -5.210
```
Forces are in eV/Å.

Summary:
- strongest force on any atom (Eh/bohr) = 0.155
- energy above the lowest of the compared OMol25 structures with the same formula, charge and spin (kJ/mol) = 830.02
- multiplicity = 1
- HOMO level (eV) = -8.459

8.
DFT (ωB97M-V with the def2-TZVPD basis set) results for a cluster of 2 separate species, C6H9NO in total at a distorted geometry.

Structure (XYZ):
```
17
Properties=species:S:1:pos:R:3:forces:R:3
N 0.0437 2.0236 1.0664 -1.200 0.174 -0.061
C 0.1658 0.9238 0.3152 0.503 0.866 0.330
C 0.9930 -0.1203 0.8254 -0.432 -0.610 -0.230
C 1.3126 -1.1525 -0.0163 -0.200 -0.284 0.184
C 0.7363 -1.2139 -1.2929 0.323 0.114 -0.253
C -0.0515 -0.1589 -1.8049 0.428 0.633 -0.164
C -0.3407 0.9203 -1.0161 -0.037 -0.548 0.108
H -0.3874 2.8481 0.6553 0.000 -0.205 0.100
H -0.0687 1.9642 2.0740 0.655 -0.032 -0.018
H 1.2754 -0.0939 1.8677 0.313 0.061 -0.035
H 1.9648 -1.9632 0.2877 -0.096 0.117 0.161
H 0.9390 -2.0873 -1.9028 -0.020 0.147 -0.074
H -0.2804 -0.0899 -2.8605 -0.439 -0.493 0.078
H -1.0220 1.7038 -1.3321 0.343 0.100 -0.122
H -2.0724 -0.4893 0.8350 -0.382 -0.002 0.053
H -1.3097 -1.7792 0.8814 -0.105 -0.283 0.157
O -1.8977 -1.2355 1.4176 0.346 0.245 -0.213
```
Forces are in eV/Å.

Summary:
- charge = +1
- strongest force on any atom (Eh/bohr) = 0.024
- energy above the lowest of the compared OMol25 structures with the same formula, charge and spin (kJ/mol) = 22.05
- multiplicity = 2
- HOMO level (spin up / spin down) (eV) = -14.138 / -14.817

9.
DFT (ωB97M-V with the def2-TZVPD basis set) results for a cluster of 2 separate species, C6H9NO2 in total at a distorted geometry.

Structure (XYZ):
```
18
Properties=species:S:1:pos:R:3:forces:R:3
C -1.2272 -0.1561 -0.4880 3.054 -0.631 -1.361
C -0.2048 -0.7830 0.4472 -0.667 -3.802 3.200
C 0.9533 0.3115 0.7307 -1.809 -1.799 0.663
C 0.1770 1.5854 0.3569 2.568 -0.578 0.006
C -0.8655 1.3256 -0.3778 -3.926 0.845 0.186
C 2.2141 0.0069 -0.0800 -2.807 -0.099 1.356
H -3.1001 -0.0927 -0.6356 -7.757 7.596 -6.613
H -2.7737 -1.2898 -0.4488 -1.682 -11.002 -3.046
H -0.7488 -0.6214 -1.5356 -1.897 1.397 1.732
H -0.9141 -1.2908 1.6626 2.161 2.067 -3.443
H 0.0825 -1.8631 0.0323 0.033 2.615 1.001
H 1.2276 0.2757 1.8227 -0.126 0.090 -1.074
H 0.5757 2.5771 0.5174 -0.075 -0.024 0.288
H -1.6485 2.1576 -0.5258 1.338 -1.413 -0.501
H 3.5152 -1.2103 -0.6229 -4.287 -0.947 1.486
N -2.5664 -0.5185 -0.1259 8.719 3.740 8.894
O 2.4553 -1.3130 -0.2037 5.302 1.242 -1.794
O 2.8483 0.8988 -0.5256 1.859 0.703 -0.979
```
Forces are in eV/Å.

Summary:
- strongest force on any atom (Eh/bohr) = 0.253
- energy above the lowest of the compared OMol25 structures with the same formula, charge and spin (kJ/mol) = 500.46
- multiplicity = 1
- HOMO level (eV) = -9.453

10.
DFT (ωB97M-V with the def2-TZVPD basis set) results for the molecule C6H9NO2 at a distorted geometry.

Structure (XYZ):
```
18
Properties=species:S:1:pos:R:3:forces:R:3
N 1.5723 0.9593 0.1463 -0.092 0.802 0.222
C 1.8333 -0.2867 -0.2890 0.659 -0.373 -1.893
C 0.8077 -1.3593 -0.1007 0.254 -0.438 0.499
C -0.1477 -1.3854 1.0736 0.046 -0.138 0.270
C -0.6898 -1.1988 -0.3011 -0.119 -0.091 -0.223
C -1.3617 0.0722 -0.7233 0.211 0.068 -0.306
C -2.7537 0.3288 -0.3460 -0.242 -0.093 -0.041
O -1.6875 1.0343 0.2753 0.209 0.118 0.148
H 1.2073 -2.3216 -0.4199 -0.097 0.292 0.101
H -0.2953 -2.3410 1.5755 0.017 0.306 -0.098
H -0.1515 -0.5146 1.7316 -0.084 -0.273 -0.196
H -1.1564 -2.0699 -0.7676 0.195 0.174 0.155
H -0.9938 0.5147 -1.6544 -0.118 -0.085 0.227
H -3.3901 0.9319 -0.9976 0.147 -0.168 0.181
H -3.2644 -0.3943 0.2963 0.123 0.202 -0.166
O 2.8300 -0.4994 -0.9892 -0.912 -0.045 0.796
H 0.8167 1.1596 0.7908 0.195 0.179 -0.459
H 2.0912 1.6971 -0.3406 -0.394 -0.437 0.785
```
Forces are in eV/Å.

Summary:
- strongest force on any atom (Eh/bohr) = 0.040
- energy above the lowest of the compared OMol25 structures with the same formula, charge and spin (kJ/mol) = 176.68
- multiplicity = 1
- HOMO level (eV) = -9.623

Please write out number 1 again, unchanged.
DFT (ωB97M-V with the def2-TZVPD basis set) results for a structure of composition C6H9NO at a distorted geometry.

Structure (XYZ):
```
17
Properties=species:S:1:pos:R:3:forces:R:3
C -0.1495 0.2421 2.0528 0.036 0.170 -0.377
N 0.2992 -0.5727 0.9143 -0.197 0.491 -0.635
C 1.5940 0.3999 0.0113 -0.038 -0.510 -2.046
C 0.8458 0.4103 -1.1464 1.434 1.133 0.599
C -0.6418 -0.6669 -0.2602 -2.031 -0.606 1.913
C 0.9062 0.3266 -2.4687 0.475 -0.274 0.687
C -1.9032 -0.1289 -0.2714 1.522 -0.339 -0.045
O 2.5602 0.8431 0.5587 -1.116 -0.268 0.456
H 0.5887 -1.4927 1.2459 -0.089 0.119 -0.298
H -0.4843 -1.6038 -0.7840 0.176 0.275 -0.113
H -1.1153 -0.0802 2.4416 0.056 -0.169 -0.014
H -0.2477 1.2664 1.6975 0.036 0.070 0.111
H 0.6231 0.2010 2.8184 -0.053 0.053 -0.012
H 0.0953 0.6876 -3.0940 0.025 -0.021 -0.056
H 1.7536 -0.1766 -2.9264 -0.119 0.022 -0.367
H -2.6007 -0.4525 -1.0278 0.020 -0.039 -0.069
H -2.1235 0.7971 0.2383 -0.137 -0.106 0.266
```
Forces are in eV/Å.

Summary:
- strongest force on any atom (Eh/bohr) = 0.056
- energy above the lowest of the compared OMol25 structures with the same formula, charge and spin (kJ/mol) = 511.23
- multiplicity = 1
- HOMO level (spin up / spin down) (eV) = -7.068 / -7.066

- Look up the strongest force on any atom of the third one.
  0.134 Eh/bohr

- What is the multiplicity in the fifth record?
  1

- Number 4 is which compound?
  C6H9NO